# 1
Here is a molecular structure, C25H33Cl5CoN4O2Sb from OMol25. Energies are from ωB97M-V with the def2-TZVPD basis set.

The value obtained for the LUMO energy (spin up / spin down) is -8.043 / -8.023 eV. The calculation puts the HOMO energy (spin up / spin down) at -0.484 / -0.484 Eh. The value obtained for the orbital gap (spin up / spin down) is 5.124 / 5.140 eV.

Structure (ORCA input):
```
! RIJCOSX wB97M-V def2-TZVPD def2/J DEFGRID3
* xyz 2 1
Co -0.81593 -0.63811 -0.29443
Cl -7.19715 0.41551 -3.31430
C -5.78055 -0.18354 -2.62866
C -4.71513 0.71160 -2.34016
Cl -4.85944 2.37418 -2.67474
C -3.56822 0.20645 -1.78858
Cl -2.20964 1.20782 -1.41049
C -3.40049 -1.17757 -1.49373
O -2.32197 -1.61998 -1.00239
C -4.49695 -2.06129 -1.78434
Cl -4.29571 -3.70732 -1.42119
C -5.66189 -1.56626 -2.34202
Cl -6.95988 -2.61188 -2.68791
N 4.33377 -2.86106 -1.42745
C 3.86937 -3.34022 -0.24641
O 4.56379 -3.65317 0.68401
C 2.37119 -3.38566 -0.10691
C 1.74550 -4.51961 0.39657
C 0.37674 -4.49518 0.58308
C -0.31547 -3.32509 0.31856
N 0.29453 -2.21500 -0.11886
C 1.60917 -2.25963 -0.35280
H 5.33493 -2.90500 -1.56831
H 3.74974 -2.89788 -2.25276
H 2.33083 -5.39535 0.63514
H -0.15470 -5.35898 0.94739
H -1.38235 -3.25309 0.46717
H 2.06540 -1.36137 -0.72469
C 2.79827 0.19385 1.83189
C 2.96853 0.90682 0.49919
C 3.86125 2.13151 0.65104
Sb 1.03737 1.30058 -0.40808
C 1.44665 1.49725 -2.51390
C 2.62372 2.41098 -2.81682
C 1.66451 0.11076 -3.10300
C 0.18260 3.17747 0.23218
C 1.18783 4.30889 0.38295
C -0.61361 2.97631 1.51179
H 3.77359 -0.07419 2.23548
H 2.22510 -0.72562 1.74009
H 2.31041 0.83722 2.56417
H 3.41494 0.22412 -0.23465
H 3.54045 2.74528 1.48580
H 3.90303 2.75272 -0.23721
H 4.87764 1.80368 0.86899
H 0.52469 1.92964 -2.91688
H 3.55322 2.00099 -2.42892
H 2.49328 3.41274 -2.41775
H 2.74355 2.50790 -3.89595
H 2.57903 -0.33986 -2.71459
H 1.77732 0.17580 -4.18498
H 0.83190 -0.56952 -2.90267
H -0.49347 3.40702 -0.60150
H 1.81439 4.16420 1.25464
H 0.64835 5.24528 0.52804
H 1.82817 4.43720 -0.48646
H 0.04140 2.73816 2.34861
H -1.35237 2.18388 1.42475
H -1.13831 3.89781 1.76358
C -4.09324 0.10861 3.98519
N -2.86804 -0.11528 3.23896
C -1.63283 -0.34113 3.76699
C -0.78509 -0.49664 2.71646
N -1.49175 -0.36386 1.55155
C -2.74346 -0.14113 1.91040
H -3.82884 0.43943 4.98844
H -4.66818 -0.81275 4.04436
H -4.67693 0.88721 3.49519
H -1.46745 -0.37527 4.82145
H 0.26276 -0.68629 2.72511
H -3.56984 0.00489 1.24529
*
```

***

# 2
Here is a molecular structure, C25H33IrO7 from OMol25. Energies are from ωB97M-V with the def2-TZVPD basis set.

The value obtained for the LUMO energy (spin up / spin down) is 0.484 / 0.175 eV. The calculation puts the HOMO energy (spin up / spin down) at 0.011 / -0.248 Eh. The value obtained for the orbital gap (spin up / spin down) is 0.198 / 6.935 eV. As for the energy relative to the best compared isomer or geometry (same formula, charge and spin): 57.3 kcal/mol. Its expectation value of S² is 8.78.

Structure (ORCA input):
```
! RIJCOSX wB97M-V def2-TZVPD def2/J DEFGRID3
* xyz -1 6
C -0.03430 -0.39940 -3.54865
C -0.63467 -1.52123 -2.66130
C -0.24687 0.96395 -2.82301
C -1.31857 0.69770 -1.75430
H -0.51811 1.70588 -3.58472
H 0.69419 1.25461 -2.32445
C -1.15025 -0.79943 -1.42402
H 0.13049 -2.26969 -2.40335
H -1.47811 -2.00085 -3.17549
C -0.04690 -0.66835 -0.37583
H -2.04418 -1.26834 -0.96541
H -2.30037 0.95145 -2.17977
C -1.08422 1.38972 -0.37824
C 1.44101 -0.55831 -3.84697
C -0.55969 -0.40502 -4.98330
O -1.04083 0.59774 -5.46980
O 2.24812 -1.25811 -3.24836
O 1.75431 0.15401 -4.94422
O -0.45587 -1.53023 -5.72102
C 0.09238 -2.80574 -5.31423
H -0.18108 -3.09647 -4.29482
H 1.18185 -2.79662 -5.42494
H -0.34728 -3.51995 -6.01353
C 3.11677 0.03224 -5.35962
H 3.79948 0.40632 -4.58461
H 3.17860 0.63842 -6.26310
H 3.35134 -1.01893 -5.57717
O -0.45517 0.41657 0.42871
H 0.91842 -0.38515 -0.83037
H 0.14025 -1.55454 0.25782
C -2.45267 1.70223 0.19780
C -0.21531 2.64955 -0.30263
H -0.10523 3.11682 -1.28529
H 0.77338 2.41216 0.09840
H -0.70778 3.31481 0.41430
H -2.37790 1.90821 1.26982
H -3.14088 0.86896 0.03000
H -2.82131 2.59812 -0.31269
Ir 0.34432 -0.47321 3.17519
C -1.41609 -0.92662 4.34222
C -2.00526 -0.87503 3.02831
C -1.39949 -1.86465 2.22781
H -2.79574 -0.20235 2.70445
C -0.35159 -2.48431 2.97954
C -0.41158 -1.96785 4.33748
H 0.17924 -2.28737 5.17561
H -1.67347 -0.31484 5.19945
H -1.68285 -2.11792 1.20879
H 0.31365 -3.27008 2.63061
C 1.89811 1.14572 3.37267
C 2.04183 0.02737 4.27145
C 2.25793 -1.14950 3.46323
H 1.97678 0.05575 5.35373
C 2.25809 -0.74399 2.08205
C 2.05812 0.66863 2.03656
H 2.04053 1.27539 1.13875
H 1.69983 2.17188 3.65945
H 2.43136 -2.15722 3.83054
H 2.39974 -1.39838 1.22458
C -0.88350 2.38934 5.10461
C -1.22076 2.45395 3.65096
O -1.92339 3.40176 3.24444
O -0.78656 1.52244 2.82410
H -1.81989 2.34295 5.67307
H -0.38237 3.32214 5.38285
H -0.24998 1.53290 5.35589
*
```

***

# 3
Here is a molecular structure, C25H33N2O3S6Ti from OMol25. Energies are from ωB97M-V with the def2-TZVPD basis set.

The value obtained for the LUMO energy (spin up / spin down) is -2.314 / -2.412 eV. The calculation puts the HOMO energy (spin up / spin down) at -0.331 / -0.383 Eh. The value obtained for the orbital gap (spin up / spin down) is 6.691 / 8.023 eV. As for the energy relative to the best compared isomer or geometry (same formula, charge and spin): 18.5 kcal/mol. Its expectation value of S² is 2.00.

Structure (ORCA input):
```
! RIJCOSX wB97M-V def2-TZVPD def2/J DEFGRID3
* xyz 1 3
Ti -0.07592 -0.29817 -0.39514
C 3.22934 -1.68953 -0.99223
C 2.76928 -2.25732 -2.32750
S 1.11312 -1.67087 -2.73846
C 0.76919 -2.73560 -4.16187
C -0.70506 -2.74475 -4.54450
S -1.85866 -2.86360 -3.16161
C -1.18657 -4.26996 -2.24879
C -1.76897 -4.26437 -0.84257
S -1.29082 -2.90057 0.25695
C 0.15600 -3.57952 1.11308
C 1.47911 -3.45217 0.36633
S 2.01360 -1.72139 0.34838
H 3.47819 -0.63139 -1.08867
H 4.12849 -2.20795 -0.65927
H 2.75013 -3.34907 -2.29832
H 3.47759 -1.96364 -3.10286
H 1.10445 -3.74288 -3.90685
H 1.36450 -2.39778 -5.01056
H -0.87066 -3.55729 -5.25314
H -0.97746 -1.81603 -5.04692
H -0.10104 -4.18952 -2.19977
H -1.44554 -5.20786 -2.74383
H -1.51297 -5.18941 -0.32345
H -2.85881 -4.22788 -0.88880
H -0.04170 -4.62917 1.33448
H 0.19472 -3.04662 2.06348
H 1.37323 -3.80639 -0.65826
H 2.24949 -4.03933 0.86822
O -0.77415 -0.75066 2.09505
S 0.12665 0.32716 2.52607
O 1.36218 -0.04075 3.15948
N 0.26822 1.12995 1.16113
C 1.09513 2.22183 0.93138
C 1.62905 3.07474 1.86151
C 2.39652 4.18831 1.44777
C 2.61147 4.45238 0.12706
C 2.07709 3.58284 -0.85727
C 2.22628 3.79456 -2.24810
C 1.66747 2.91385 -3.12662
C 0.99457 1.78071 -2.62368
N 0.85065 1.53132 -1.34226
C 1.34342 2.45668 -0.45335
C -0.74522 1.33648 3.68401
C -0.22650 1.50052 4.95945
C -0.91283 2.29223 5.87069
C -2.09671 2.91135 5.50402
C -2.60869 2.74341 4.22250
C -1.93233 1.95328 3.30974
H 1.46640 2.90078 2.91686
H 2.81092 4.84406 2.20180
H 3.18437 5.31573 -0.18437
H 2.77396 4.66040 -2.59940
H 1.74830 3.05329 -4.19513
H 0.58168 1.04468 -3.30189
H 0.70086 1.01172 5.22354
H -0.51879 2.42455 6.86926
H -2.62632 3.52907 6.21712
H -3.53314 3.22934 3.93992
H -2.32267 1.81452 2.31175
C -2.70323 2.40475 -0.50591
S -3.19664 0.78277 -1.06343
C -3.67006 0.05991 0.49945
O -1.89721 0.09674 -1.44209
H -3.55572 2.90099 -0.04243
H -2.38492 2.96056 -1.38581
H -1.86832 2.29765 0.18850
H -4.48222 0.64392 0.93215
H -2.80236 0.02610 1.16170
H -4.01339 -0.95163 0.29232
*
```

***

# 4
Here is a single C25H33NO7 molecule from OMol25. Energies are from ωB97M-V with the def2-TZVPD basis set.

The value obtained for the LUMO energy is 0.667 eV. The calculation puts the HOMO energy at -0.288 Eh. The value obtained for the orbital gap is 8.514 eV. Its SMILES is COc1cc(O)c([C@@H](CC(=O)N2CCCCC2)c2cc(OC)c(OC)c(OC)c2)c(OC)c1.

Structure (ORCA input):
```
! RIJCOSX wB97M-V def2-TZVPD def2/J DEFGRID3
* xyz 0 1
C 5.40752 1.85314 -2.28391
O 4.63072 0.70580 -2.52862
C 3.50228 0.52515 -1.78827
C 3.02683 1.41112 -0.84120
C 1.86044 1.11403 -0.14089
O 1.46027 2.04650 0.76341
C 1.15780 -0.06579 -0.36868
C -0.07464 -0.43725 0.43748
C 0.33362 -0.82652 1.87121
C 1.22203 -2.06202 1.85949
O 2.43344 -1.95621 1.92165
N 0.61735 -3.27194 1.82170
C -0.78804 -3.55992 1.65946
C -1.02937 -4.29006 0.33536
C -0.20046 -5.57022 0.28768
C 1.27073 -5.23082 0.50939
C 1.43673 -4.46827 1.82129
C -1.11839 0.65825 0.35912
C -1.65149 0.95014 -0.88028
C -2.59871 1.95976 -1.06077
O -3.01138 2.08985 -2.34701
C -3.95091 3.06984 -2.73028
C -3.02780 2.70146 0.04573
O -3.99087 3.68665 -0.08622
C -3.58102 4.99905 0.24477
C -2.50342 2.38741 1.31419
O -2.99153 3.12456 2.35524
C -2.53491 2.85052 3.65633
C -1.55510 1.38585 1.46368
C 1.64333 -0.94300 -1.34994
O 0.90610 -2.07745 -1.56981
C 1.29884 -2.92792 -2.61973
C 2.79714 -0.64861 -2.05192
H 6.26273 1.77955 -2.95417
H 5.75895 1.88442 -1.24811
H 4.85079 2.76924 -2.50598
H 3.52209 2.33705 -0.60432
H 0.57745 1.82209 1.08909
H -0.50412 -1.31742 -0.04781
H 0.93853 -0.03503 2.31779
H -0.54657 -0.99336 2.49312
H -1.38273 -2.64970 1.69100
H -1.10330 -4.20619 2.49058
H -2.09234 -4.51546 0.23394
H -0.73384 -3.63497 -0.48493
H -0.33347 -6.06985 -0.67380
H -0.53949 -6.25424 1.07018
H 1.87504 -6.13862 0.53588
H 1.62767 -4.60203 -0.30624
H 2.47235 -4.15582 1.96227
H 1.13295 -5.10174 2.66393
H -1.33507 0.40266 -1.75344
H -4.13202 2.88620 -3.78961
H -4.88468 2.97550 -2.17373
H -3.55460 4.08064 -2.60435
H -2.70010 5.29520 -0.33664
H -4.42082 5.64214 -0.01389
H -3.35902 5.09820 1.30881
H -3.07436 3.53927 4.30491
H -1.45939 3.03154 3.75433
H -2.76306 1.82280 3.95591
H -1.17241 1.16330 2.44570
H 0.55471 -3.72364 -2.65393
H 2.28675 -3.36312 -2.43919
H 1.30600 -2.40129 -3.57896
H 3.19936 -1.30584 -2.80310
*
```

***

Values of strongest force on any atom, in order: 3.54 7.17 0.70 0.71, all in eV/Å.